Record 1
# C2H2FHgO2

A molecular structure, C2H2FHgO2 in a non-equilibrium geometry (ωB97M-V/def2-TZVPD, the OMol25 dataset).

```
8
Properties=species:S:1:pos:R:3:forces:R:3:lowdin_charge:R:1
H -1.894060 -0.618078 -0.893887 0.37 -1.23 0.87 0.13
O 0.091216 -1.215437 -0.615192 -3.82 -2.20 -0.81 -0.24
C -0.967051 -0.604273 -0.258834 -1.28 1.88 -2.45 -0.27
C -0.851581 0.700403 0.309236 0.32 -0.30 1.79 -0.24
O 0.319272 1.157939 0.557406 -4.05 2.67 0.82 -0.24
H -1.733930 1.187494 0.747093 0.24 0.17 -0.54 0.13
F 3.396918 -0.404603 0.081474 7.94 -0.99 0.10 -0.63
Hg 1.639213 -0.203448 0.072703 0.27 0.00 0.23 1.37
```
Forces are in eV/Å.

The charge is 0. As for the expectation value of S²: 0.756. Its frontier orbital gap (alpha / beta) is 9.52 / 8.32 eV. The HOMO energy (alpha / beta) comes out at -0.329 / -0.365 Eh. The spin multiplicity is 2. The calculation puts the energy above the lowest of the compared OMol25 structures with the same formula, charge and spin at 48.87 kcal per mole.


Record 2
# C38H60O28S

10 unconnected molecules or ions with the total composition C38H60O28S in a non-equilibrium geometry (ωB97M-V/def2-TZVPD, the OMol25 dataset).

```
127
Properties=species:S:1:pos:R:3:forces:R:3:lowdin_charge:R:1
C -10.042453 -14.398939 -30.554974 -0.86 -1.30 -0.22 0.00
C -10.534881 -13.957782 -29.164270 1.39 -0.54 -1.60 -0.28
C -10.952962 -15.090555 -28.208945 0.03 0.81 -0.87 -0.08
O -10.183421 -14.823570 -27.019197 -1.01 -0.11 -0.93 0.06
C -9.237269 -13.885847 -27.329797 0.76 -0.29 1.46 -0.56
O -8.439726 -13.525290 -26.518694 -0.24 0.14 -0.38 0.17
O -9.306642 -13.505861 -28.593831 -0.16 0.76 0.60 0.10
H -9.425164 -13.685201 -31.091431 -0.14 0.36 0.32 0.10
H -10.824984 -14.741754 -31.237032 -0.14 0.40 0.11 0.07
H -9.454269 -15.311320 -30.420479 0.28 0.21 0.18 0.09
H -11.259674 -13.140710 -29.186861 0.19 0.09 0.08 0.14
H -10.743398 -16.071290 -28.633621 0.25 -0.10 0.29 0.14
H -12.032219 -14.972888 -28.124388 0.02 -0.27 0.94 0.08
C -15.517166 -10.042631 -23.765062 0.58 0.42 0.15 -0.04
C -16.866961 -9.474652 -23.394313 0.10 0.03 -0.32 -0.30
C -16.942749 -8.598559 -22.128944 1.11 -0.78 -0.64 -0.09
O -17.485232 -7.391171 -22.610695 -0.63 0.48 1.33 0.09
C -17.778020 -7.452249 -23.907957 0.24 0.03 -1.14 -0.57
O -18.380790 -6.634609 -24.523915 0.09 -0.06 0.23 0.18
O -17.213369 -8.559137 -24.455661 -0.49 -0.17 0.44 0.07
H -15.487712 -10.255502 -24.832226 -0.24 -0.49 0.09 0.06
H -15.171594 -10.875091 -23.151088 -0.32 -0.23 -0.15 0.09
H -14.733219 -9.283669 -23.660429 -0.21 0.21 0.15 0.09
H -17.658527 -10.224437 -23.328265 0.15 -0.18 -0.29 0.15
H -15.934973 -8.427675 -21.744111 -0.10 0.25 0.11 0.13
H -17.529151 -9.101623 -21.362757 -0.33 0.49 0.06 0.13
C -15.414064 -13.198698 -29.444799 0.48 -1.43 0.22 0.00
C -13.917754 -13.120702 -29.715226 -0.06 0.32 -0.79 -0.32
C -13.415528 -13.902695 -30.957502 -1.20 0.07 1.10 -0.09
O -12.785421 -12.922737 -31.750358 0.52 -1.20 -0.82 0.08
C -12.976913 -11.695807 -31.268135 -0.54 0.79 0.78 -0.55
O -12.658894 -10.683883 -31.803796 0.03 -0.35 0.19 0.18
O -13.619579 -11.777302 -30.070164 0.39 0.71 -0.25 0.06
H -15.763183 -14.231597 -29.576775 0.21 -0.08 0.16 0.08
H -15.997053 -12.653120 -30.182000 0.13 0.54 0.29 0.10
H -15.581009 -12.959813 -28.396579 -0.47 0.52 -0.20 0.08
H -13.291774 -13.372407 -28.856833 -0.37 0.07 0.26 0.11
H -14.288235 -14.341783 -31.443536 0.23 0.06 -0.50 0.13
H -12.760731 -14.706748 -30.630641 0.30 0.09 -0.43 0.11
C -10.272960 -18.345776 -23.635334 -0.03 -0.07 0.88 -0.01
C -9.892824 -16.988114 -24.199981 0.55 -1.30 -1.07 -0.30
C -10.295831 -15.792058 -23.378546 -0.39 -0.52 -0.11 -0.10
O -9.178606 -14.940064 -23.499260 0.50 0.89 -0.13 0.05
C -8.106441 -15.603467 -24.000219 0.01 -0.47 0.55 -0.57
O -7.004126 -15.166687 -24.086793 -0.10 0.26 -0.09 0.15
O -8.448706 -16.872373 -24.298113 -0.07 0.28 0.43 0.09
H -11.265375 -18.665277 -23.947488 0.07 0.04 -0.22 0.07
H -10.320676 -18.310838 -22.542978 -0.05 0.24 0.01 0.09
H -9.538498 -19.131403 -23.810426 0.01 0.17 -0.62 0.09
H -10.162791 -16.909394 -25.256675 -0.66 0.10 0.20 0.14
H -10.452192 -16.083946 -22.337890 0.01 0.26 0.02 0.14
H -11.196464 -15.329338 -23.778327 0.10 0.21 0.16 0.12
C -6.509479 -10.796148 -25.339872 0.05 -0.52 -1.05 -0.02
C -7.423416 -10.687559 -24.168165 0.71 -0.45 0.93 -0.29
C -7.595546 -11.922489 -23.244402 -0.38 0.44 -1.13 -0.07
O -7.537463 -11.361249 -21.945314 -0.21 -0.58 0.61 0.06
C -7.033781 -10.123486 -21.967620 -0.22 -0.26 -0.50 -0.58
O -6.894733 -9.468021 -20.985431 0.33 0.40 -0.19 0.16
O -6.760771 -9.790086 -23.249886 -0.48 1.14 0.38 0.08
H -6.350929 -9.866165 -25.887612 -0.27 0.28 0.40 0.07
H -6.948276 -11.475772 -26.076609 0.22 -0.24 0.15 0.08
H -5.518080 -11.135498 -25.039508 -0.11 -0.24 0.05 0.10
H -8.432184 -10.380416 -24.460886 0.24 0.76 0.16 0.13
H -6.830405 -12.681810 -23.394464 -0.14 -0.13 0.13 0.13
H -8.611074 -12.288109 -23.381164 0.26 -0.63 0.03 0.12
C -8.703194 -5.483422 -28.217347 0.33 0.11 -0.50 -0.01
C -9.179914 -6.889380 -27.871578 0.44 1.00 0.35 -0.30
C -8.066386 -7.774059 -27.287691 -0.60 -0.12 -0.69 -0.08
O -8.436132 -7.975034 -25.921667 0.30 0.18 0.15 0.06
C -9.628901 -7.397991 -25.668777 -0.14 -0.29 -1.17 -0.55
O -10.246617 -7.505777 -24.659218 0.03 0.04 0.35 0.15
O -10.079079 -6.773456 -26.780778 -0.83 -0.15 0.92 0.07
H -8.156440 -5.515804 -29.163527 0.09 0.03 0.07 0.09
H -8.037388 -5.081221 -27.449590 0.10 -0.32 0.07 0.09
H -9.472420 -4.719178 -28.327605 -0.45 -0.47 -0.09 0.09
H -9.698469 -7.398349 -28.680430 -0.01 0.27 -0.13 0.13
H -7.106076 -7.277394 -27.399951 0.17 -0.25 0.37 0.13
H -8.102020 -8.731774 -27.805626 0.44 -0.14 0.22 0.13
C -10.167210 -9.910196 -19.956153 -0.85 -0.36 0.09 0.00
C -11.551753 -10.511663 -20.172279 -0.29 0.94 -1.13 -0.29
C -12.197610 -10.059592 -21.509103 0.62 0.26 0.25 -0.08
O -12.533491 -11.271135 -22.167193 -0.64 0.14 -0.53 0.02
C -12.147869 -12.336326 -21.443691 0.48 0.29 -0.08 -0.57
O -12.332602 -13.460660 -21.783310 -0.03 -0.22 0.04 0.16
O -11.475548 -11.927646 -20.364742 0.00 -0.49 0.89 0.11
H -9.546873 -10.225749 -20.791402 0.29 -0.02 0.20 0.07
H -9.771787 -10.233274 -18.996749 0.28 -0.09 -0.12 0.10
H -10.224353 -8.822005 -19.948715 -0.07 0.02 -0.04 0.10
H -12.288887 -10.241410 -19.415575 0.36 -0.52 0.56 0.15
H -11.478660 -9.503520 -22.113841 -0.14 0.03 -0.15 0.13
H -13.098878 -9.472427 -21.347834 -0.01 0.04 -0.12 0.12
C -16.094520 -15.725194 -26.248280 0.27 -0.92 -0.11 0.00
C -15.218458 -16.984257 -26.184757 -0.33 0.74 -0.61 -0.31
C -13.761224 -16.835139 -26.574212 0.11 0.06 0.60 -0.07
O -13.110631 -16.706498 -25.298424 0.81 0.84 -0.97 0.06
C -13.905869 -17.160255 -24.334855 -0.18 -1.34 0.44 -0.57
O -13.538215 -17.450405 -23.241583 -0.23 0.51 0.03 0.18
O -15.142363 -17.397421 -24.825781 -0.23 -0.27 0.18 0.09
H -17.021638 -16.060184 -25.785019 -0.18 0.54 0.03 0.09
H -16.291724 -15.432054 -27.278903 -0.01 -0.02 -0.03 0.07
H -15.652420 -14.888041 -25.711072 -0.03 -0.03 0.15 0.08
H -15.649702 -17.756476 -26.822991 -0.27 -0.19 0.44 0.15
H -13.590091 -15.950803 -27.181206 0.16 0.02 0.05 0.11
H -13.368900 -17.734415 -27.046880 0.05 0.07 -0.17 0.14
C -14.568760 -8.298422 -27.412756 -0.57 -0.85 0.34 -0.03
C -13.189696 -7.705121 -27.485625 0.29 1.29 -1.38 -0.28
C -12.368652 -7.992275 -28.785870 -1.96 -1.72 0.85 -0.10
O -12.088082 -6.754614 -29.396595 0.46 0.02 0.14 0.07
C -12.662363 -5.765847 -28.669309 0.89 0.00 0.77 -0.58
O -12.482151 -4.601342 -28.837394 -0.26 -0.02 -0.51 0.16
O -13.340081 -6.281832 -27.649437 -0.70 0.66 0.82 0.08
H -14.506586 -9.384638 -27.324578 0.15 0.04 0.12 0.05
H -15.225230 -8.148421 -28.271961 0.48 0.44 -0.29 0.10
H -15.130367 -7.919792 -26.557167 0.19 0.06 0.12 0.08
H -12.601653 -7.844681 -26.577582 -0.10 -0.16 0.00 0.14
H -13.073206 -8.546016 -29.410469 0.51 -0.17 -0.39 0.13
H -11.541403 -8.640870 -28.507092 0.49 0.40 -0.56 0.11
C -11.159764 -10.969111 -25.170179 -0.11 0.77 0.79 -0.22
S -12.838807 -11.004842 -25.853750 1.62 -1.37 -1.42 0.89
O -12.565801 -10.790783 -27.332992 -0.50 0.37 0.67 -0.54
C -12.949060 -12.816774 -25.817550 -0.44 -0.45 0.78 -0.23
H -11.096563 -11.358763 -24.153126 -0.24 -0.30 -0.13 0.05
H -10.905117 -9.910174 -25.068976 0.05 0.01 -0.27 0.03
H -10.461696 -11.469112 -25.838851 -0.20 -0.09 -0.15 0.06
H -12.914070 -13.216244 -24.798969 0.17 0.20 0.07 0.06
H -12.113244 -13.214200 -26.390357 0.10 0.18 0.00 0.04
H -13.885838 -13.186709 -26.238309 -0.07 0.42 -0.21 0.03
```
Forces are in eV/Å.

The charge is 0. Its frontier orbital gap is 9.58 eV. The HOMO energy comes out at -0.370 Eh. The calculation puts the energy above the lowest of the compared OMol25 structures with the same formula, charge and spin at 2.45 kcal per mole.


Record 3
# CH2N4O3

2 unconnected molecules or ions with the total composition CH2N4O3 in a non-equilibrium geometry (ωB97M-V/def2-TZVPD, the OMol25 dataset).

```
10
Properties=species:S:1:pos:R:3:forces:R:3:lowdin_charge:R:1
C -0.885766 1.279499 -1.358887 -0.19 -1.09 1.00 -0.30
N -1.337828 1.886482 -2.195461 -1.12 1.37 -2.83 0.17
N -0.431061 0.859688 -0.209128 0.26 -0.85 0.76 -0.01
N -0.627624 -0.263750 0.495441 -0.91 -2.74 0.35 0.02
N 1.422099 -0.533992 1.075593 -1.92 -0.69 -0.57 -0.26
O 1.891874 0.520104 0.799359 1.76 0.02 0.59 0.08
O 1.750444 -1.558297 1.572886 0.60 0.82 -0.04 0.13
O -0.892291 -1.371706 -0.370167 0.41 1.81 -0.57 -0.02
H 0.414068 1.289045 0.082130 0.99 0.70 0.62 0.10
H -1.303915 -2.107074 0.108234 0.13 0.64 0.69 0.11
```
Forces are in eV/Å.

The charge is 0. Its frontier orbital gap (alpha / beta) is 8.90 / 8.17 eV. The HOMO energy (alpha / beta) comes out at -0.354 / -0.341 Eh. The calculation puts the energy above the lowest of the compared OMol25 structures with the same formula, charge and spin at 67.43 kcal per mole.


Record 4
# C28H36MnNO3P2S2

A molecular structure, C28H36MnNO3P2S2 (ωB97M-V/def2-TZVPD, the OMol25 dataset).

```
73
Properties=species:S:1:pos:R:3:forces:R:3:lowdin_charge:R:1
Mn -0.901919 -0.918368 -0.609053 0.28 -0.36 0.01 0.23
C -2.798264 -2.824122 3.195849 -0.06 -0.07 0.08 -0.17
C -2.319175 -2.486033 1.797860 0.01 0.06 0.06 -0.78
S -1.778659 -0.800517 1.657170 -0.07 -0.01 -0.26 0.50
C -2.308047 -3.406338 0.816842 -0.02 -0.05 -0.04 -0.81
C -2.777019 -4.820002 1.061774 -0.02 -0.10 0.06 -0.17
S -1.781263 -3.178791 -0.862918 0.05 0.35 0.07 0.45
H -2.881013 -1.915647 3.788905 0.00 0.01 0.00 0.03
H -2.099895 -3.489812 3.714724 0.01 0.00 -0.01 0.07
H -3.777749 -3.310593 3.193417 0.01 -0.01 -0.01 0.06
H -2.920914 -5.052231 2.117592 0.00 0.03 -0.01 0.05
H -2.050618 -5.526890 0.654431 0.01 0.00 0.00 0.05
H -3.719803 -5.012302 0.539141 0.00 0.02 -0.01 0.07
C -0.502194 3.086892 -0.948455 0.05 0.02 -0.02 -0.08
C -1.723194 2.520310 -0.260614 -0.14 -0.03 -0.03 -0.29
O -2.731313 2.073338 -1.205482 0.09 -0.15 -0.08 -0.29
P -2.391901 0.681080 -1.982126 0.15 0.05 0.00 0.77
O -3.866770 0.176048 -2.376501 -0.07 0.10 0.16 -0.28
C -4.582640 -0.529488 -1.327930 0.10 -0.10 -0.05 -0.29
C -5.707202 0.331172 -0.806245 -0.04 0.02 0.01 -0.08
O -1.870459 1.158229 -3.425955 -0.14 0.04 0.02 -0.28
C -2.669710 2.016982 -4.252593 0.05 0.02 0.01 -0.29
C -1.745486 2.721704 -5.218834 -0.02 0.01 -0.03 -0.08
H 0.180799 3.489074 -0.196779 -0.03 0.01 -0.05 0.06
H -0.775473 3.886264 -1.641239 -0.03 0.00 0.01 0.08
H 0.032450 2.305715 -1.494775 -0.01 -0.01 0.02 0.06
H -2.231478 3.260972 0.356986 0.04 0.03 -0.03 0.12
H -1.450596 1.682318 0.387052 -0.01 0.02 -0.01 0.04
H -3.887619 -0.809375 -0.528393 -0.04 0.03 0.00 0.06
H -4.933579 -1.457038 -1.779000 -0.06 0.03 0.01 0.12
H -5.310272 1.243638 -0.361280 0.00 0.00 0.00 0.07
H -6.265441 -0.211319 -0.041534 0.01 -0.02 0.01 0.08
H -6.393576 0.603298 -1.609850 0.00 0.01 -0.01 0.07
H -3.200523 2.736169 -3.624495 -0.01 -0.01 -0.01 0.11
H -3.409548 1.406882 -4.773713 0.01 -0.01 -0.01 0.11
H -1.058522 3.376627 -4.682914 0.01 -0.01 0.01 0.07
H -2.323232 3.322908 -5.923675 0.00 0.01 0.01 0.07
H -1.158058 1.996603 -5.781883 -0.01 -0.01 0.00 0.08
N 0.989308 -0.414978 -0.991614 -0.12 0.14 -0.02 -0.36
P 2.060764 -0.177826 0.076113 -0.01 -0.08 0.01 0.68
C 2.109222 -1.378980 1.462120 0.05 0.14 0.05 -0.28
C 1.517097 -2.615403 1.232053 -0.09 -0.02 -0.03 -0.09
C 1.434334 -3.555114 2.248334 -0.03 -0.05 -0.01 -0.08
C 1.947008 -3.269390 3.504327 0.03 0.02 0.02 -0.10
C 2.543932 -2.037357 3.743888 -0.01 -0.04 0.01 -0.09
C 2.619850 -1.096254 2.728296 0.05 0.01 -0.04 -0.10
C 3.766667 -0.193523 -0.595113 -0.03 -0.01 -0.04 -0.29
C 3.890173 -0.161584 -1.980153 -0.05 -0.02 0.05 -0.09
C 5.145047 -0.158869 -2.572670 0.02 0.00 -0.04 -0.09
C 6.286455 -0.194057 -1.784136 0.01 0.00 -0.01 -0.11
C 6.169962 -0.237172 -0.400579 0.02 0.00 0.00 -0.10
C 4.914982 -0.237764 0.189492 0.00 0.02 0.04 -0.09
C 1.996528 1.433142 0.956715 -0.01 -0.06 0.06 -0.28
C 0.971553 1.618603 1.886320 0.03 -0.02 0.07 -0.11
C 0.783754 2.851363 2.489488 0.00 0.06 0.03 -0.09
C 1.611563 3.921268 2.166002 -0.01 -0.01 0.02 -0.11
C 2.628007 3.747043 1.238212 0.01 0.03 0.02 -0.10
C 2.819811 2.507878 0.639374 0.01 -0.02 -0.04 -0.08
H 1.069626 -2.823553 0.265755 0.03 0.00 0.00 0.07
H 0.939850 -4.499781 2.058133 0.00 0.00 0.01 0.10
H 1.865346 -3.998579 4.301483 0.01 0.01 0.01 0.09
H 2.930405 -1.798939 4.727698 0.00 -0.02 0.00 0.09
H 3.055792 -0.124839 2.936888 -0.03 -0.01 -0.02 0.10
H 2.976968 -0.154076 -2.565093 0.01 0.00 -0.01 0.09
H 5.230156 -0.135889 -3.652445 0.02 0.00 0.00 0.10
H 7.266848 -0.196261 -2.245184 0.00 0.00 0.00 0.09
H 7.057865 -0.275976 0.218899 0.00 0.00 -0.01 0.09
H 4.833237 -0.280229 1.269392 -0.02 0.00 0.00 0.10
H 0.317222 0.789688 2.141952 0.01 -0.02 -0.02 0.04
H -0.013987 2.976357 3.212041 0.00 0.01 0.00 0.10
H 1.462292 4.885853 2.636139 0.00 0.00 0.00 0.09
H 3.276328 4.575045 0.977389 -0.01 0.01 0.01 0.10
H 3.615898 2.382768 -0.085033 0.00 -0.01 -0.01 0.10
```
Forces are in eV/Å.

The charge is -1. As for the expectation value of S²: 8.762. Its frontier orbital gap (alpha / beta) is 5.87 / 6.14 eV. The HOMO energy (alpha / beta) comes out at -0.115 / -0.125 Eh. The spin multiplicity is 6. The calculation puts the energy above the lowest of the compared OMol25 structures with the same formula, charge and spin at 0.00 kcal per mole.


Record 5
# C3H3ClNO

A molecular structure, C3H3ClNO in a non-equilibrium geometry (ωB97M-V/def2-TZVPD, the OMol25 dataset).

```
9
Properties=species:S:1:pos:R:3:forces:R:3:lowdin_charge:R:1
C 0.706834 0.773091 -0.179743 -0.19 -0.77 0.03 0.14
C 0.920087 -0.536926 -0.494286 1.08 0.32 -0.29 0.08
C -0.568806 0.447205 0.564309 -1.22 1.40 0.10 -0.54
N -0.248812 -0.932900 0.101934 -4.53 -5.80 -0.60 -0.11
O -0.990811 -1.984744 0.039615 4.13 5.38 0.51 0.21
Cl -2.024582 1.089155 -0.220496 0.69 -0.33 0.50 0.76
H 1.170803 1.709265 -0.444506 0.08 0.06 0.04 0.15
H 1.647825 -1.137544 -1.017309 -0.07 -0.10 -0.04 0.16
H -0.612542 0.573394 1.650485 0.04 -0.15 -0.24 0.14
```
Forces are in eV/Å.

The charge is +1. Its frontier orbital gap (alpha / beta) is 8.46 / 8.46 eV. The HOMO energy (alpha / beta) comes out at -0.608 / -0.608 Eh. The calculation puts the energy above the lowest of the compared OMol25 structures with the same formula, charge and spin at 46.84 kcal per mole.


| no. | molar mass (g mol⁻¹) |
| --- | --- |
| 1 | 277.624 |
| 2 | 996.937 |
| 3 | 118.052 |
| 4 | 615.620 |
| 5 | 104.516 |